(1)
Density functional theory data (the ωB97M-V functional and the def2-TZVPD basis) for a structure of composition ClKO6V in a non-equilibrium geometry.

HOMO energy (alpha / beta)	-7.810 / -9.033	eV
gap between HOMO and LUMO (alpha / beta)	6.9 / 8.2	eV
multiplicity	2

```
9
Properties=species:S:1:pos:R:3:forces:R:3:lowdin_charge:R:1
O 1.065 -2.598 0.819 10.44 -11.73 -10.90 -0.3168
V 0.369 -1.788 1.664 -10.71 12.78 8.73 0.8919
O -1.037 -1.477 0.807 -0.33 -0.50 0.95 -0.6267
K -2.488 -1.233 -1.747 0.92 0.46 0.82 0.9129
Cl 0.429 1.538 -0.269 -1.27 -4.62 -2.94 0.7161
O 1.359 2.285 -1.123 -1.16 0.81 2.62 -0.3228
O -0.361 0.754 -1.267 -0.98 1.36 0.19 -0.4928
O 1.136 0.446 0.382 1.87 -0.09 1.73 -0.4288
O -0.473 2.074 0.735 1.21 1.54 -1.21 -0.3330
```
Positions in Å, forces in eV/Å.

(2)
Density functional theory data (the ωB97M-V functional and the def2-TZVPD basis) for a structure of composition C36H89F6N7O11Pd in a non-equilibrium geometry.

HOMO energy (alpha / beta)	-6.535 / -6.469	eV
gap between HOMO and LUMO (alpha / beta)	5.6 / 3.4	eV
multiplicity	3

```
150
Properties=species:S:1:pos:R:3:forces:R:3:lowdin_charge:R:1
Pd 0.550 2.241 3.026 -0.12 -0.91 -0.21 0.7820
C 1.944 -1.091 0.023 -0.94 1.82 2.84 -0.4319
O 0.822 -0.506 -0.660 -0.80 -1.23 -0.59 -0.1663
O 2.041 -0.310 1.196 0.42 -2.31 -2.11 -0.2997
C 1.798 -2.729 0.219 -0.56 2.52 0.62 -0.5449
F 2.264 -3.320 -0.872 -0.21 -0.72 -1.26 0.1136
F 2.564 -3.212 1.202 -0.27 0.13 0.54 0.1190
F 0.502 -3.138 0.436 1.04 0.08 -0.14 0.0932
C 0.068 -1.080 -1.780 1.34 1.60 1.27 -0.2378
C -1.232 -0.291 -1.628 -0.13 -1.32 -1.71 -0.0776
H -1.708 -0.373 -2.605 -0.51 0.10 -0.15 0.0597
H -1.930 -0.719 -0.909 0.29 0.41 0.33 0.0706
H -0.968 0.761 -1.527 -0.15 -0.17 0.54 0.0662
H 0.102 -2.168 -1.836 -0.69 -0.04 0.53 0.1035
H 0.543 -0.764 -2.709 0.18 0.17 -0.25 0.0999
H 2.761 -0.978 -0.689 0.80 -0.25 0.08 0.1196
C -2.818 5.602 3.431 1.49 -0.59 -2.57 -0.2476
O -2.677 5.780 1.956 0.45 -0.27 4.22 -0.1083
O -1.885 4.609 3.727 -1.07 1.83 0.57 0.1247
C -2.765 6.955 4.284 0.55 0.23 1.20 -0.4656
F -3.814 7.810 4.062 1.24 -1.24 -0.38 0.1273
F -2.822 6.668 5.627 0.04 -0.09 -1.48 0.1157
F -1.600 7.625 4.088 -1.24 -0.60 -0.17 0.1423
C -3.684 6.457 1.276 0.85 -0.66 -1.90 -0.2737
C -3.461 5.912 -0.137 -1.13 0.32 -0.84 -0.0700
H -2.470 6.038 -0.573 0.07 0.73 0.39 0.0677
H -3.622 4.845 -0.290 -0.39 -0.11 0.69 0.0777
H -4.214 6.421 -0.739 0.20 0.00 -0.57 0.0755
H -3.477 7.527 1.256 -0.40 0.18 0.27 0.1223
H -4.693 6.210 1.606 -0.05 0.14 0.26 0.1271
H -3.764 5.096 3.621 -0.50 0.03 0.28 0.1775
C -0.653 -1.175 6.817 -0.58 -0.48 -0.13 -0.0581
C -0.575 -0.567 5.395 -2.63 -2.16 0.70 -0.4297
C -2.011 -0.318 4.833 1.57 1.86 -1.54 -0.1397
O -1.785 0.138 3.449 -0.66 -0.87 0.04 -0.2439
C -3.011 0.398 2.739 0.40 0.09 1.08 -0.0977
N 0.275 0.578 5.493 1.25 0.54 -0.58 0.0373
H -1.390 -1.968 6.944 -0.33 0.12 -0.26 0.0771
H -0.911 -0.367 7.501 -0.05 -0.07 0.27 0.0775
H 0.255 -1.670 7.163 0.39 0.42 -0.23 0.0812
H -0.062 -1.279 4.749 -0.38 -0.03 -0.34 0.1483
H -2.459 0.583 5.253 -0.12 -0.10 0.89 0.1158
H -2.725 -1.137 4.920 0.36 -0.32 -0.19 0.1258
H -2.811 1.103 1.932 0.07 -0.14 0.06 0.0830
H -3.699 0.832 3.465 -0.30 0.44 -0.11 0.0723
H -3.525 -0.484 2.359 0.41 -0.32 -0.13 0.0856
H 1.095 -0.001 5.605 1.49 0.82 -0.54 0.0796
H 0.228 0.889 6.453 -0.51 0.93 0.14 0.0674
C -9.592 -1.411 0.071 0.95 1.09 0.37 -0.0797
C -10.019 -0.495 -1.064 1.07 0.16 0.53 -0.4516
C -8.998 -0.362 -2.274 -0.44 0.38 0.97 -0.1348
O -8.023 0.634 -1.988 -1.15 -1.42 3.00 -0.2010
C -7.379 1.341 -2.941 0.06 0.38 -1.76 -0.1537
N -11.289 -0.959 -1.434 -2.30 -0.94 -2.36 0.0037
H -10.394 -1.335 0.805 0.33 0.15 0.42 0.0722
H -8.666 -0.958 0.424 0.24 -0.69 0.71 0.0783
H -9.525 -2.479 -0.139 0.38 0.10 -0.52 0.0803
H -10.217 0.479 -0.615 0.64 0.37 -0.19 0.1372
H -9.531 -0.112 -3.191 -0.17 -0.12 -0.06 0.1201
H -8.481 -1.319 -2.349 -0.03 -0.23 -0.40 0.1212
H -7.306 0.775 -3.870 0.31 -0.10 -0.28 0.0862
H -6.377 1.585 -2.589 -0.05 0.14 -0.06 0.0904
H -7.958 2.234 -3.178 0.21 0.48 -0.12 0.0863
H -11.899 -1.110 -0.643 0.02 0.54 0.31 0.0717
H -11.183 -1.910 -1.756 -0.08 -0.29 -0.56 0.0732
C 6.681 -1.447 -4.482 -0.59 0.49 0.28 -0.0704
C 5.370 -1.578 -5.322 2.69 -0.47 0.71 -0.4432
C 4.141 -2.209 -4.684 0.62 0.17 1.12 -0.2223
O 3.166 -2.572 -5.634 -0.05 -0.90 0.15 -0.2017
C 3.066 -4.005 -5.884 0.48 1.76 -0.82 -0.0686
N 4.997 -0.271 -5.870 -0.33 -1.27 0.53 0.0494
H 7.540 -1.240 -5.120 -0.17 -0.01 -0.50 0.0633
H 6.951 -2.376 -3.980 -0.25 0.09 0.37 0.0709
H 6.653 -0.570 -3.835 -0.20 -0.29 0.54 0.0696
H 5.821 -2.270 -6.033 -0.95 -0.34 -1.02 0.1208
H 3.739 -1.477 -3.983 -0.44 0.31 -0.17 0.1273
H 4.365 -3.045 -4.021 0.40 -0.31 -0.21 0.1226
H 2.779 -4.589 -5.009 -0.44 0.22 -0.04 0.0869
H 4.007 -4.406 -6.261 0.30 0.05 0.10 0.0791
H 2.394 -3.977 -6.742 -0.40 -0.79 0.40 0.0873
H 4.107 -0.597 -6.221 -0.50 1.21 -1.09 0.0565
H 5.631 -0.042 -6.622 -0.23 0.10 -0.31 0.0718
C 2.937 -6.281 7.701 -0.99 -0.17 0.54 -0.0763
C 2.772 -6.794 6.291 -0.78 0.06 -1.26 -0.4168
C 2.044 -8.177 6.204 1.29 -0.13 0.12 -0.1673
O 2.473 -8.930 5.024 -1.40 1.30 0.53 -0.2030
C 2.213 -10.331 5.043 1.37 0.44 0.61 -0.1144
N 2.040 -5.807 5.426 0.52 -0.99 0.43 0.0381
H 3.782 -5.604 7.827 0.13 -0.31 -0.03 0.0771
H 2.956 -7.144 8.366 0.67 0.13 0.26 0.0681
H 2.060 -5.735 8.047 -0.23 0.16 -0.25 0.0749
H 3.780 -6.964 5.912 0.14 -0.21 -0.21 0.1283
H 0.965 -8.081 6.319 -0.17 0.11 -0.57 0.1236
H 2.374 -8.701 7.101 0.17 -0.52 0.06 0.0997
H 2.933 -10.699 5.773 -0.02 -0.72 0.12 0.0790
H 2.501 -10.711 4.063 -0.22 0.03 0.04 0.0856
H 1.232 -10.702 5.339 -0.36 0.56 -0.16 0.0823
H 2.262 -6.102 4.486 -0.32 0.12 -0.43 0.0634
H 2.433 -4.880 5.506 0.21 0.16 0.21 0.0564
C -3.823 2.122 -10.895 0.50 -0.55 2.06 -0.0711
C -2.265 1.966 -10.840 -1.06 -2.47 0.13 -0.3759
C -1.757 0.530 -10.273 -0.46 1.41 -0.93 -0.2101
O -2.347 0.148 -9.070 -0.15 -0.50 1.81 -0.1943
C -1.723 -0.920 -8.296 -0.26 0.04 -0.74 -0.0769
N -1.749 2.040 -12.217 -0.08 0.93 0.18 0.0080
H -4.313 1.348 -11.486 0.26 0.12 -0.40 0.0760
H -4.242 3.109 -11.089 0.52 0.13 -0.63 0.0686
H -4.196 1.937 -9.888 -0.07 -0.18 0.28 0.0614
H -1.771 2.676 -10.176 -0.24 0.42 -0.34 0.1279
H -0.682 0.698 -10.200 0.25 -0.40 0.11 0.1160
H -1.979 -0.210 -11.042 0.15 -0.22 -0.24 0.1144
H -1.737 -1.872 -8.827 0.39 0.09 -0.67 0.0783
H -2.274 -1.219 -7.404 -0.59 1.00 0.00 0.0788
H -0.717 -0.689 -7.946 0.15 0.24 -0.37 0.0831
H -2.284 2.832 -12.543 0.60 0.97 -0.45 0.0557
H -2.239 1.372 -12.795 0.12 -1.02 0.21 0.0600
C 1.594 4.112 -2.028 1.04 -0.97 -1.44 -0.0827
C 1.557 4.611 -0.633 -0.40 1.70 1.43 -0.4076
C 1.544 6.169 -0.578 -0.43 -0.73 2.07 -0.1573
O 1.592 6.507 0.828 -0.12 -1.13 -0.23 -0.2171
C 1.557 7.861 1.182 0.40 -0.15 -0.86 -0.1179
N 0.466 3.910 0.158 1.16 0.58 -0.32 0.0551
H 2.189 3.208 -1.898 -0.55 -0.65 -0.78 0.0891
H 2.172 4.658 -2.773 0.29 0.64 0.41 0.0802
H 0.661 3.943 -2.566 -0.31 -0.25 0.59 0.0857
H 2.426 4.226 -0.100 0.39 0.56 -0.20 0.1340
H 0.625 6.538 -1.034 -0.37 0.15 -0.03 0.1166
H 2.368 6.651 -1.104 0.31 -0.34 -0.13 0.1229
H 0.709 8.308 0.663 -0.05 0.59 0.23 0.0842
H 2.504 8.308 0.878 0.01 0.53 -0.24 0.0825
H 1.510 7.986 2.263 -0.36 -0.32 -0.06 0.0858
H -0.443 4.255 -0.114 -0.28 -0.01 -0.12 0.0547
H 0.602 3.002 -0.263 -0.75 -0.76 0.30 0.0484
C 6.429 -1.483 6.658 -0.89 1.54 -0.21 -0.0536
C 5.590 -0.585 5.668 1.37 -2.02 1.14 -0.4167
C 6.454 -0.109 4.516 -1.38 1.88 0.82 -0.2355
O 7.521 0.752 4.901 -1.05 -1.56 0.26 -0.1700
C 8.391 0.914 3.823 0.49 -0.37 -0.01 -0.1203
N 4.612 -1.512 5.075 -0.29 0.82 -0.41 0.0209
H 7.215 -0.915 7.155 0.31 -0.08 -0.39 0.0688
H 6.796 -2.347 6.104 0.11 -0.09 0.35 0.0758
H 5.735 -1.722 7.464 0.03 -0.67 -0.13 0.0667
H 5.084 0.143 6.303 0.00 0.42 -0.55 0.1333
H 5.851 0.504 3.846 -0.53 -0.01 -0.29 0.1289
H 6.605 -1.028 3.950 1.46 -0.03 -0.08 0.1218
H 8.236 1.864 3.310 0.38 0.30 0.22 0.0883
H 8.207 0.148 3.070 0.28 -0.16 -0.08 0.0810
H 9.356 0.742 4.300 0.51 0.57 -0.82 0.0936
H 4.319 -1.010 4.249 -1.22 0.33 -0.29 0.0608
H 5.152 -2.200 4.569 0.29 -0.86 0.41 0.0585
```
Positions in Å, forces in eV/Å.

(3)
Density functional theory data (the ωB97M-V functional and the def2-TZVPD basis) for an isolated molecule of C22H20ClN5O in a non-equilibrium geometry.

HOMO energy	-7.930	eV
structure (SMILES)	O=C1/C(=C\N2CCNCC2)N=C2CN=C(c3ccccc3)c3cc(Cl)ccc3N12
energy above the lowest of the compared OMol25 structures with the same formula, charge and spin	90.92	kcal per mole
gap between HOMO and LUMO	7.6	eV

```
49
Properties=species:S:1:pos:R:3:forces:R:3:lowdin_charge:R:1
O -0.027 1.703 0.844 -1.45 -0.23 0.21 0.0795
Cl 6.359 -0.741 0.552 0.61 0.21 0.02 0.6862
N 1.228 -2.379 -2.034 0.69 -1.35 2.34 0.1112
N -0.642 0.485 -2.457 0.06 -0.41 -0.18 0.1502
C -0.298 1.057 -0.151 2.10 1.81 -2.08 -0.3005
C 1.751 -2.459 -0.825 -1.98 2.30 -3.63 -0.2025
C 0.297 -0.229 -1.965 0.47 0.75 -1.39 -0.2357
C -1.074 1.321 -1.437 -2.82 1.97 1.10 -0.1548
C -2.176 2.175 -1.632 0.84 -2.90 2.25 0.0162
C 1.366 -5.811 1.527 -0.73 -0.18 -1.52 -0.0938
C 0.788 -5.770 0.254 0.30 0.24 0.69 -0.0582
C 1.792 -4.638 2.135 -0.33 0.19 1.68 -0.0858
C 4.161 0.870 0.305 -0.20 -0.63 0.16 -0.0642
C 0.767 -4.579 -0.482 -0.68 -4.45 -0.86 -0.0448
C 1.686 -3.426 1.453 0.59 -1.10 -0.54 0.0080
C 3.939 -1.520 -0.174 -1.57 1.27 -0.12 -0.0452
C 2.770 1.028 0.129 -0.33 1.94 0.24 0.0052
C 4.717 -0.431 0.165 -0.84 1.44 0.21 -0.6853
C 1.359 -3.532 0.058 1.64 3.21 2.14 -0.2006
C 2.554 -1.302 -0.430 1.39 0.81 1.17 -0.0981
C 1.953 0.017 -0.327 2.67 -3.30 1.24 -0.1626
N 0.613 0.114 -0.639 -0.51 -1.15 -0.54 0.0793
N -4.101 4.238 1.625 -2.79 -0.41 -0.31 -0.0830
N -2.818 2.817 -0.542 0.06 0.57 -0.36 -0.1121
C 1.268 -1.134 -2.758 -2.84 -0.51 0.24 -0.1079
C -2.698 4.334 1.373 0.83 0.28 2.46 -0.2669
C -4.702 2.945 1.179 -0.29 1.32 -1.24 -0.1876
C -2.215 4.091 -0.019 -0.38 -0.80 -0.30 -0.1411
C -4.289 2.618 -0.319 1.31 -0.37 2.48 -0.1158
H -2.697 1.895 -2.540 -0.37 0.71 -0.29 0.1148
H 1.436 -6.785 1.972 0.18 -0.09 0.53 0.0957
H 0.464 -6.682 -0.214 -0.23 -0.24 -0.02 0.0979
H 2.115 -4.757 3.210 -0.25 0.67 -1.32 0.1228
H 4.793 1.734 0.598 -0.55 -0.83 -0.17 0.1162
H 0.490 -4.700 -1.529 0.09 0.74 0.28 0.1250
H 1.946 -2.466 1.929 0.04 -0.63 -0.51 0.1261
H 4.436 -2.476 -0.209 -0.40 -0.32 -0.12 0.1151
H 2.204 1.982 0.363 1.31 -0.97 -0.36 0.1366
H -4.402 4.523 2.594 0.74 -0.64 -1.65 0.1339
H 2.171 -0.574 -2.749 1.24 0.18 -0.48 0.1108
H 0.831 -1.382 -3.766 0.70 0.94 0.94 0.1385
H -2.380 5.315 1.796 0.05 -0.47 -0.75 0.1322
H -2.243 3.604 2.013 1.00 -0.68 0.40 0.1011
H -4.498 2.100 1.755 1.06 -1.35 1.50 0.0732
H -5.827 2.968 1.191 0.97 0.49 -0.13 0.1223
H -2.535 4.963 -0.578 0.01 0.10 -0.83 0.1111
H -1.101 4.002 -0.023 -0.99 0.02 -0.03 0.1305
H -4.932 3.307 -0.752 -0.84 1.25 -2.22 0.0786
H -4.600 1.568 -0.472 0.41 0.63 -0.36 0.1284
```
Positions in Å, forces in eV/Å.

(4)
Density functional theory data (the ωB97M-V functional and the def2-TZVPD basis) for a structure of composition C21H40NaO21 in a non-equilibrium geometry.

HOMO energy	-13.286	eV
charge	+1
gap between HOMO and LUMO	11.4	eV

```
83
Properties=species:S:1:pos:R:3:forces:R:3:lowdin_charge:R:1
Na 12.170 5.110 12.362 -0.16 -0.14 0.06 0.3464
C 16.667 1.932 10.483 0.31 -0.18 0.50 -0.0819
C 17.398 3.073 11.181 -0.12 -0.13 -0.39 -0.0783
O 16.326 3.731 11.880 0.40 0.54 0.11 0.0817
C 15.158 3.340 11.383 -0.52 -0.06 -0.29 -0.5875
O 14.092 3.790 11.683 -0.15 0.12 0.19 0.1440
O 15.308 2.381 10.469 0.11 -0.32 -0.06 0.0693
H 16.762 1.036 11.101 -0.28 -0.22 -0.41 0.1374
H 16.979 1.784 9.455 0.07 -0.22 0.07 0.1393
H 17.853 3.696 10.409 -0.05 0.52 0.47 0.1350
H 18.116 2.774 11.937 0.15 -0.10 -0.18 0.1373
C 12.839 0.356 11.758 -0.43 -0.34 0.16 -0.0206
O 12.568 1.049 10.550 0.43 -0.16 -0.46 0.0125
C 11.745 2.080 10.607 0.02 -0.25 0.05 -0.6112
O 11.171 2.469 11.593 -0.02 0.29 0.18 0.1213
O 11.661 2.581 9.384 0.20 -0.09 -0.15 0.0319
C 10.670 3.550 9.145 -0.93 1.20 -0.14 -0.0470
H 13.616 -0.374 11.548 0.20 0.28 -0.11 0.0998
H 11.957 -0.225 12.035 -0.02 0.24 0.27 0.1055
H 13.123 1.059 12.540 -0.01 -0.13 0.06 0.0837
H 9.777 3.119 8.691 0.17 -0.36 -0.06 0.1007
H 11.054 4.311 8.467 0.27 -0.25 -0.14 0.0993
H 10.334 4.100 10.023 0.28 -0.28 0.29 0.0668
C 14.774 6.805 15.863 0.40 1.25 -1.35 -0.0494
O 14.886 5.470 16.295 -0.33 -0.55 0.32 0.0340
C 14.320 4.507 15.561 0.17 0.90 -0.55 -0.5779
O 13.771 4.679 14.494 -0.06 -0.10 0.24 0.1089
O 14.501 3.366 16.183 0.04 -0.50 0.49 0.0485
C 14.419 2.173 15.420 -0.71 -0.85 -0.70 -0.0172
H 13.931 7.021 15.203 -0.44 -0.42 0.53 0.0682
H 15.605 7.092 15.205 0.33 -0.38 0.34 0.1013
H 14.808 7.478 16.713 -0.19 -0.27 0.22 0.1068
H 13.979 2.349 14.437 0.52 0.35 -0.14 0.0757
H 13.735 1.423 15.823 0.05 0.44 0.78 0.1024
H 15.404 1.715 15.385 0.12 0.17 -0.19 0.1019
C 14.983 6.936 12.184 0.66 -1.18 0.31 -0.0224
O 14.288 8.167 12.098 0.09 -0.17 -0.24 0.0532
C 13.090 8.250 12.643 0.09 0.76 -0.62 -0.5994
O 12.484 7.391 13.232 -0.20 -0.59 0.19 0.1028
O 12.664 9.482 12.399 0.09 0.42 0.08 0.0229
C 11.407 9.871 12.933 -0.43 -0.14 0.85 -0.0218
H 14.644 6.299 13.001 -0.02 0.37 0.23 0.0690
H 16.038 7.168 12.309 -0.05 0.13 0.09 0.1124
H 14.888 6.287 11.312 -0.27 0.59 -0.29 0.0714
H 11.163 9.243 13.790 -0.17 -0.18 -0.26 0.0843
H 10.639 9.817 12.166 -0.04 -0.12 -0.03 0.0963
H 11.448 10.881 13.334 0.41 0.14 -0.41 0.1042
C 9.409 2.239 14.436 -0.43 -1.35 -1.25 -0.0287
O 10.075 2.974 15.437 -0.12 -0.65 0.83 0.0498
C 10.438 4.196 15.172 0.44 0.91 -0.37 -0.5921
O 10.455 4.711 14.074 0.03 -0.08 -0.26 0.0933
O 10.803 4.799 16.296 -0.41 -0.17 -0.13 0.0363
C 11.171 6.183 16.244 0.23 -0.05 0.10 0.0084
H 10.037 1.911 13.604 0.36 0.72 0.05 0.0751
H 8.542 2.751 14.026 0.08 0.29 0.14 0.1074
H 9.076 1.282 14.840 -0.07 0.37 0.67 0.1008
H 10.607 6.677 17.030 0.22 -0.02 0.20 0.1072
H 10.958 6.695 15.307 -0.02 -0.46 -0.17 0.0716
H 12.243 6.188 16.417 -0.08 0.42 0.19 0.0793
C 14.642 5.046 8.496 -0.23 -0.71 0.67 -0.0131
O 13.990 6.286 8.289 0.03 0.44 -0.90 0.0426
C 13.068 6.658 9.157 0.16 -0.58 0.34 -0.5879
O 12.787 6.026 10.153 -0.29 0.09 0.27 0.0961
O 12.536 7.790 8.759 0.29 0.37 -0.09 0.0603
C 11.474 8.331 9.531 -0.93 0.14 0.27 -0.0089
H 13.948 4.295 8.878 -0.03 0.12 0.09 0.0894
H 15.437 5.192 9.229 0.14 -0.10 -0.11 0.0949
H 15.027 4.663 7.556 0.11 0.47 -0.14 0.1082
H 11.561 9.411 9.621 0.43 -0.02 -0.28 0.1065
H 11.407 7.913 10.533 0.14 -0.26 -0.14 0.0729
H 10.547 8.114 8.998 -0.02 -0.01 0.10 0.0946
C 8.877 7.297 13.509 -0.04 0.37 0.74 -0.0291
O 8.028 7.056 12.395 -0.30 0.10 0.28 0.0495
C 8.534 6.479 11.332 0.61 -0.30 -0.32 -0.5949
O 9.659 6.054 11.192 0.25 0.04 0.10 0.1110
O 7.602 6.454 10.400 -0.85 -0.14 -0.02 0.0420
C 7.958 6.012 9.113 0.28 0.03 -1.50 -0.0347
H 8.414 6.872 14.400 -0.07 -0.20 -0.17 0.1061
H 8.897 8.376 13.669 0.14 -0.02 -0.16 0.0958
H 9.874 6.883 13.401 -0.10 0.05 -0.28 0.0511
H 8.780 6.608 8.717 0.14 -0.07 0.12 0.0875
H 7.121 6.163 8.433 -0.26 0.31 0.43 0.1036
H 8.198 4.958 8.981 0.17 -0.09 0.79 0.0867
```
Positions in Å, forces in eV/Å.